[1]
The following is a quantum chemistry calculation of 4 unconnected molecules or ions with the total composition C21H48FN3O6P, from the OMol25 dataset.

Molar mass (Da): 488.60
Gap between HOMO and LUMO (eV): 6.35
Lowest unoccupied orbital energy (Ha): 0.087
Net charge: -1
Total energy (Eh): -1885.44088

Cartesian coordinates (Å):
C: 0.874 1.116 3.535
C: 1.684 0.359 2.635
C: 2.269 -0.358 1.278
C: 2.096 -1.987 1.226
C: 1.658 -2.688 2.641
P: -0.231 -2.540 3.037
O: -0.801 -3.633 1.793
C: -1.764 -2.731 1.077
C: -2.237 -1.420 1.998
C: -3.890 -1.399 1.752
C: -4.471 0.161 1.905
O: -5.259 0.536 2.930
F: -4.061 1.173 0.868
O: -1.789 -1.782 3.357
H: 0.257 1.878 4.215
H: 1.791 0.065 0.272
H: 3.421 -0.104 1.233
H: 3.168 -2.424 0.936
H: 1.324 -2.246 0.369
H: 1.913 -3.847 2.552
H: 2.317 -2.300 3.554
H: -0.259 -3.485 4.135
H: 0.254 -1.608 4.065
H: -0.196 -1.580 1.931
H: -2.770 -3.359 1.083
H: -1.283 -2.442 0.048
H: -1.957 -0.344 1.572
H: -4.443 -2.146 2.501
H: -4.098 -1.688 0.614
C: -3.328 6.630 0.802
C: -3.137 5.133 1.027
C: -1.710 4.637 0.698
O: -1.442 4.502 -0.702
C: -1.089 5.715 -1.350
N: -4.153 4.401 0.256
H: -3.422 6.891 -0.255
H: -4.244 6.975 1.296
H: -2.493 7.201 1.222
H: -3.312 4.942 2.093
H: -1.599 3.629 1.115
H: -0.945 5.257 1.182
H: -0.508 6.378 -0.702
H: -1.987 6.220 -1.709
H: -0.481 5.467 -2.224
H: -4.084 3.408 0.486
H: -3.874 4.440 -0.729
C: -5.299 -3.332 -3.213
C: -4.983 -1.866 -2.928
C: -4.510 -1.084 -4.174
O: -3.154 -1.345 -4.553
C: -2.979 -2.527 -5.321
N: -3.997 -1.794 -1.839
H: -4.402 -3.946 -3.324
H: -5.877 -3.764 -2.386
H: -5.899 -3.435 -4.123
H: -5.912 -1.398 -2.580
H: -4.545 -0.014 -3.934
H: -5.186 -1.231 -5.025
H: -3.822 -2.716 -5.990
H: -2.814 -3.379 -4.659
H: -2.077 -2.404 -5.927
H: -3.862 -0.814 -1.586
H: -3.091 -2.068 -2.231
C: 6.820 0.412 0.783
C: 7.011 -1.086 1.007
C: 8.438 -1.582 0.679
O: 8.705 -1.716 -0.721
C: 9.059 -0.503 -1.369
N: 5.994 -1.817 0.237
H: 6.725 0.673 -0.275
H: 5.903 0.756 1.276
H: 7.655 0.982 1.203
H: 6.836 -1.276 2.074
H: 8.548 -2.590 1.096
H: 9.202 -0.962 1.162
H: 9.639 0.159 -0.721
H: 8.160 0.002 -1.729
H: 9.667 -0.752 -2.243
H: 6.064 -2.810 0.467
H: 6.273 -1.779 -0.748

Löwdin atomic charge list, values in e, 2 entries:
1 C 0.02
2 C -0.11

---

[2]
The following is a quantum chemistry calculation of a molecular structure, C21H48FO3OsSSbSi, from the OMol25 dataset.

Molar mass (Da): 739.75
Gap between HOMO and LUMO (spin up / spin down) (eV): 8.35 / 7.29
Lowest unoccupied orbital energy (spin up / spin down) (Ha): -0.267 / -0.323
⟨S²⟩: 6.03
Net charge: +2
Total energy (Eh): -2172.69134
Spin multiplicity: 5

Cartesian coordinates (Å):
Os: -1.414 0.051 0.281
C: -0.586 -2.644 2.283
C: 0.221 -1.458 2.752
C: 1.700 -1.775 2.826
C: -0.325 -0.873 4.036
O: 0.090 -0.370 1.661
Si: 1.060 1.026 1.513
S: -0.279 1.926 -0.008
O: 0.989 1.898 2.821
C: 1.942 2.718 3.620
C: 3.076 1.819 4.075
C: 2.424 3.839 2.721
C: 1.129 3.231 4.788
O: 2.493 0.708 0.947
C: 3.236 0.342 -0.254
C: 3.306 1.562 -1.151
C: 4.614 -0.076 0.224
C: 2.506 -0.814 -0.913
H: -0.533 -3.419 3.048
H: -0.183 -3.064 1.358
H: -1.638 -2.400 2.152
H: 1.850 -2.574 3.552
H: 2.287 -0.916 3.158
H: 2.081 -2.110 1.862
H: -0.213 -1.618 4.824
H: -1.385 -0.635 3.943
H: 0.210 0.025 4.337
H: 3.606 1.385 3.227
H: 2.704 1.018 4.716
H: 3.792 2.402 4.654
H: 2.987 3.446 1.872
H: 3.083 4.505 3.278
H: 1.583 4.427 2.353
H: 0.779 2.409 5.412
H: 0.270 3.803 4.441
H: 1.749 3.883 5.403
H: 3.830 2.376 -0.650
H: 2.310 1.909 -1.435
H: 3.850 1.321 -2.064
H: 5.091 0.738 0.768
H: 5.244 -0.333 -0.627
H: 4.551 -0.945 0.881
H: 1.509 -0.506 -1.247
H: 2.410 -1.654 -0.224
H: 3.061 -1.156 -1.787
C: -1.765 1.730 -3.896
C: -1.554 0.219 -3.913
C: -0.103 -0.164 -4.177
Sb: -2.341 -0.653 -2.141
C: -4.403 -0.153 -1.944
C: -5.061 -0.233 -3.321
C: -4.605 1.199 -1.268
C: -2.057 -2.755 -2.073
C: -0.588 -3.122 -1.863
C: -2.650 -3.384 -3.335
H: -1.464 2.138 -4.863
H: -1.147 2.208 -3.134
H: -2.803 2.017 -3.733
H: -2.209 -0.253 -4.654
H: 0.562 0.245 -3.417
H: 0.200 0.261 -5.135
H: 0.049 -1.240 -4.237
H: -4.770 -0.946 -1.287
H: -4.683 0.535 -3.998
H: -6.134 -0.063 -3.209
H: -4.941 -1.207 -3.797
H: -4.263 2.026 -1.890
H: -4.107 1.274 -0.297
H: -5.670 1.345 -1.081
H: -2.635 -3.039 -1.191
H: -0.012 -3.013 -2.782
H: -0.520 -4.168 -1.561
H: -0.090 -2.529 -1.089
H: -2.170 -3.012 -4.242
H: -3.725 -3.223 -3.416
H: -2.486 -4.463 -3.307
F: -2.919 -1.006 0.822

Löwdin atomic charge list, values in e, 2 entries:
1 Os 1.22
2 C -0.02

---

[3]
The following is a quantum chemistry calculation of 3 unconnected molecules or ions with the total composition C21H48N4OP3S2, from the OMol25 dataset.

Molar mass (Da): 529.70
Gap between HOMO and LUMO (eV): 4.57
Lowest unoccupied orbital energy (Ha): -0.174
Net charge: +1
Total energy (Eh): -2943.09351

Cartesian coordinates (Å):
C: 5.480 -3.470 -1.674
C: 3.914 -3.592 -2.103
O: 3.195 -2.676 -1.229
C: 1.868 -2.479 -1.628
C: 1.104 -3.495 -2.556
C: -0.377 -3.182 -2.949
P: -1.405 -4.338 -4.083
C: -0.295 -5.767 -4.690
C: -2.764 -5.157 -3.010
N: -1.025 -1.995 -2.435
S: -2.694 -1.727 -2.939
C: -0.370 -1.016 -1.548
P: -1.484 0.455 -1.024
N: -1.689 1.511 -2.237
C: 1.109 -1.195 -1.094
P: 1.891 0.128 0.007
S: 3.357 -0.484 1.121
H: 6.175 -3.597 -2.569
H: 5.595 -2.399 -1.255
H: 5.742 -4.168 -0.800
H: 3.753 -3.421 -3.218
H: 3.632 -4.687 -1.877
H: 1.569 -4.455 -2.953
H: 0.439 -6.140 -3.895
H: -1.002 -6.655 -4.907
H: 0.232 -5.501 -5.675
H: -2.243 -5.418 -2.011
H: -3.194 -6.103 -3.481
H: -3.600 -4.421 -2.724
H: -3.451 -1.897 -1.763
H: -0.942 1.199 0.069
H: -2.745 -0.109 -0.621
H: -2.712 1.500 -2.420
H: 0.863 0.615 0.906
H: 2.342 1.177 -0.890
C: 7.291 4.956 5.563
C: 6.117 4.455 4.731
N: 6.519 3.726 3.532
C: 5.424 3.510 2.590
C: 4.260 2.632 3.046
C: 7.401 2.581 3.738
C: 6.915 1.466 4.663
H: 7.977 5.553 4.957
H: 6.926 5.588 6.376
H: 7.851 4.134 6.016
H: 5.541 5.335 4.429
H: 5.459 3.853 5.370
H: 5.827 3.106 1.655
H: 5.018 4.491 2.317
H: 4.533 1.577 3.065
H: 3.429 2.731 2.341
H: 3.885 2.915 4.032
H: 8.354 2.951 4.127
H: 7.661 2.144 2.766
H: 6.488 1.848 5.593
H: 7.758 0.824 4.934
H: 6.175 0.830 4.177
C: -7.771 3.348 -1.273
C: -7.321 1.954 -1.691
N: -6.411 1.323 -0.738
C: -5.751 0.136 -1.269
C: -6.626 -1.066 -1.620
C: -6.891 1.210 0.637
C: -8.200 0.459 0.874
H: -6.914 3.995 -1.068
H: -8.352 3.807 -2.077
H: -8.408 3.323 -0.385
H: -6.807 2.059 -2.651
H: -8.208 1.335 -1.876
H: -4.972 -0.187 -0.567
H: -5.206 0.432 -2.175
H: -6.977 -1.585 -0.728
H: -6.042 -1.790 -2.198
H: -7.490 -0.788 -2.227
H: -7.002 2.221 1.042
H: -6.107 0.759 1.259
H: -8.984 0.750 0.172
H: -8.568 0.679 1.880
H: -8.064 -0.621 0.816

Löwdin atomic charge list, values in e, 2 entries:
1 C -0.06
2 C -0.22

---

[4]
The following is a quantum chemistry calculation of a molecular structure, C21H49CuN9O12, from the OMol25 dataset.

Molar mass (Da): 683.22
Gap between HOMO and LUMO (spin up / spin down) (eV): 8.68 / 6.04
Lowest unoccupied orbital energy (spin up / spin down) (Ha): -0.015 / -0.112
⟨S²⟩: 0.76
Total energy (Eh): -3865.95596
Spin multiplicity: 2

Cartesian coordinates (Å):
Cu: 2.252 -1.115 1.904
C: 0.488 0.086 0.386
O: 1.761 0.280 0.245
O: 0.254 -0.605 1.429
O: -0.352 0.633 -0.373
C: -3.377 -1.378 -0.089
C: -4.050 -0.077 0.263
O: -5.265 0.036 0.273
N: -3.234 0.917 0.691
C: -3.720 2.281 0.893
H: -3.750 -1.727 -1.050
H: -3.566 -2.039 0.759
H: -2.290 -1.338 -0.197
H: -2.287 0.833 0.329
H: -4.305 2.614 0.038
H: -2.881 2.970 0.970
H: -4.274 2.389 1.821
C: 4.162 -1.793 -1.392
C: 3.044 -2.627 -0.829
O: 2.881 -2.675 0.394
N: 2.142 -3.113 -1.690
C: 0.968 -3.877 -1.286
H: 4.974 -1.731 -0.674
H: 3.785 -0.789 -1.584
H: 4.519 -2.301 -2.291
H: 2.158 -2.861 -2.662
H: 1.384 -4.748 -0.769
H: 0.432 -4.240 -2.158
H: 0.262 -3.473 -0.561
O: -2.771 -0.604 -3.866
C: -1.778 -1.292 -3.632
N: -0.933 -0.966 -2.646
C: -1.607 -2.611 -4.360
H: -1.128 -0.184 -2.037
H: -0.023 -1.381 -2.626
H: -1.000 -3.332 -3.804
H: -1.105 -2.525 -5.325
H: -2.580 -3.069 -4.516
O: -2.976 -0.787 5.790
C: -2.209 -0.417 4.921
N: -1.726 -1.196 3.929
C: -1.779 1.023 4.860
H: -2.078 -2.132 3.842
H: -1.268 -0.759 3.144
H: -1.198 1.365 4.002
H: -1.204 1.293 5.748
H: -2.646 1.681 4.873
O: 0.332 5.225 1.698
C: 0.418 4.025 1.489
N: -0.232 3.396 0.494
C: 1.329 3.209 2.413
H: -0.957 3.930 0.030
H: -0.122 2.403 0.323
H: 0.765 2.801 3.252
H: 2.073 3.922 2.761
H: 1.831 2.382 1.904
O: 1.384 -2.883 2.750
C: 0.438 -3.673 2.746
N: -0.652 -3.324 2.051
C: 0.556 -4.966 3.502
H: -0.649 -2.387 1.665
H: -1.557 -3.697 2.287
H: 0.982 -4.838 4.492
H: 1.181 -5.632 2.906
H: -0.404 -5.472 3.619
O: 1.240 1.859 -4.617
C: 1.399 1.667 -3.419
N: 1.612 0.396 -2.952
C: 1.547 2.799 -2.465
H: 1.763 -0.396 -3.542
H: 1.338 0.324 -1.983
H: 2.348 3.423 -2.860
H: 1.762 2.446 -1.458
H: 0.630 3.387 -2.427
O: 4.274 -0.038 1.504
C: 4.866 0.972 1.092
N: 4.234 1.697 0.142
C: 6.275 1.315 1.470
H: 4.534 2.569 -0.256
H: 3.298 1.340 -0.024
H: 6.656 0.523 2.111
H: 6.120 2.238 2.034
H: 6.963 1.365 0.631
O: -2.533 3.961 -1.893
C: -2.931 2.934 -2.442
N: -2.334 1.758 -2.206
C: -4.197 2.923 -3.277
H: -2.597 0.889 -2.668
H: -1.595 1.841 -1.523
H: -5.012 2.567 -2.648
H: -4.112 2.257 -4.137
H: -4.376 3.927 -3.654

Löwdin atomic charge list, values in e, 2 entries:
1 Cu 0.79
2 C -0.82

---

[5]
The following is a quantum chemistry calculation of 5 unconnected molecules or ions with the total composition C21H49IN2O6PS, from the OMol25 dataset.

Molar mass (Da): 615.58
Gap between HOMO and LUMO (eV): 6.89
Lowest unoccupied orbital energy (Ha): -0.165
Net charge: +1
Total energy (Eh): -2427.42813

Cartesian coordinates (Å):
C: 5.910 -1.626 -1.851
C: 4.490 -1.014 -1.489
O: 3.499 -1.788 -1.574
N: 4.233 0.352 -1.022
C: 4.157 1.338 -2.138
C: 2.678 1.300 -2.752
C: 1.590 1.931 -1.726
C: 0.177 1.280 -2.165
C: -1.049 1.700 -1.226
C: -1.338 0.453 -0.257
N: -1.870 -0.743 -1.001
C: -2.575 -0.403 -2.098
P: -3.375 -1.755 -3.147
O: -4.147 -2.776 -1.997
I: -5.186 -0.713 -4.491
S: -2.584 1.425 -2.297
H: 6.799 -1.029 -1.476
H: 6.031 -1.871 -2.967
H: 5.962 -2.644 -1.319
H: 4.878 0.650 -0.280
H: 4.946 1.195 -2.949
H: 4.267 2.375 -1.653
H: 2.365 0.201 -2.868
H: 2.586 1.836 -3.755
H: 1.831 1.620 -0.648
H: 1.521 3.068 -1.838
H: -0.006 1.639 -3.236
H: 0.322 0.152 -2.102
H: -1.083 2.738 -0.768
H: -2.259 0.816 0.332
H: -0.438 0.209 0.386
H: -1.755 -1.740 -0.764
H: -4.866 -3.293 -2.418
C: -3.730 -3.486 2.864
C: -3.065 -2.121 2.790
C: -4.069 -1.004 3.024
O: -2.459 -1.955 1.504
H: -4.503 -3.586 2.095
H: -2.999 -4.279 2.683
H: -4.188 -3.649 3.840
H: -2.268 -2.061 3.535
H: -4.854 -1.019 2.260
H: -3.580 -0.028 2.957
H: -4.538 -1.094 4.006
H: -3.158 -2.008 0.839
C: 6.580 1.913 3.830
C: 5.681 2.271 2.658
C: 4.215 2.255 3.059
O: 5.893 1.341 1.595
H: 6.360 0.905 4.196
H: 7.629 1.917 3.525
H: 6.453 2.618 4.655
H: 5.948 3.261 2.280
H: 3.914 1.259 3.398
H: 3.580 2.503 2.204
H: 4.017 2.971 3.860
H: 5.660 0.461 1.920
C: -7.630 -5.934 5.817
C: -6.965 -4.569 5.742
C: -7.969 -3.451 5.977
O: -6.363 -4.404 4.458
H: -8.405 -6.034 5.050
H: -6.901 -6.727 5.635
H: -8.087 -6.097 6.796
H: -6.166 -4.508 6.485
H: -8.754 -3.465 5.215
H: -7.480 -2.475 5.909
H: -8.435 -3.539 6.961
H: -7.061 -4.457 3.793
C: 1.841 5.229 -7.145
C: 2.866 4.810 -6.104
C: 3.655 3.593 -6.562
O: 2.202 4.510 -4.876
H: 1.116 4.428 -7.324
H: 1.274 6.097 -6.798
H: 2.322 5.481 -8.093
H: 3.551 5.639 -5.908
H: 2.993 2.736 -6.720
H: 4.380 3.296 -5.799
H: 4.190 3.797 -7.492
H: 1.594 3.778 -5.039

Löwdin atomic charge list, values in e, 2 entries:
1 C -0.02
2 C -0.41

---

[6]
The following is a quantum chemistry calculation of a molecular structure, C21H49N7O11SZn, from the OMol25 dataset.

Molar mass (Da): 673.12
Gap between HOMO and LUMO (spin up / spin down) (eV): 3.99 / 8.98
Lowest unoccupied orbital energy (spin up / spin down) (Ha): 0.079 / 0.078
⟨S²⟩: 0.75
Net charge: -1
Total energy (Eh): -4218.21557
Spin multiplicity: 2

Cartesian coordinates (Å):
Zn: 2.365 -1.601 -0.886
S: 0.698 0.077 0.171
O: 0.533 -1.125 -0.639
O: 0.053 -0.038 1.482
O: 2.158 -0.009 0.204
O: 0.266 1.259 -0.542
C: -0.696 0.232 5.153
C: 0.789 0.557 4.951
O: 1.441 0.921 5.904
N: 1.340 0.463 3.739
C: 2.732 0.805 3.316
H: -0.966 -0.800 4.929
H: -1.284 0.859 4.482
H: -1.005 0.369 6.190
H: 0.740 0.224 2.962
H: 2.751 1.638 2.613
H: 3.253 -0.058 2.901
H: 3.363 1.121 4.146
C: -0.207 3.555 2.784
C: 0.437 4.431 1.690
O: 0.632 5.603 1.900
N: 0.795 3.845 0.545
C: 1.356 4.516 -0.598
H: -0.263 2.526 2.431
H: -1.202 3.929 3.022
H: 0.418 3.539 3.677
H: 0.712 2.844 0.440
H: 2.084 5.267 -0.291
H: 0.677 5.038 -1.272
H: 1.785 3.738 -1.229
C: 3.234 -5.160 0.626
C: 2.570 -3.949 1.240
O: 2.391 -2.951 0.541
N: 2.154 -4.051 2.516
C: 1.551 -2.950 3.289
H: 2.922 -5.342 -0.402
H: 3.085 -6.064 1.215
H: 4.324 -5.140 0.636
H: 2.322 -4.906 3.028
H: 0.542 -2.785 2.912
H: 2.049 -2.014 3.034
H: 1.412 -3.106 4.358
C: -2.595 -2.653 -4.387
C: -1.677 -2.783 -3.232
O: -1.079 -3.828 -3.001
N: -1.556 -1.671 -2.437
C: -2.356 -0.489 -2.455
H: -2.353 -1.848 -5.082
H: -3.625 -2.612 -4.033
H: -2.517 -3.496 -5.074
H: -0.907 -1.712 -1.664
H: -2.220 0.112 -3.355
H: -2.179 0.145 -1.586
H: -3.417 -0.738 -2.453
C: -3.234 -0.558 2.851
C: -3.023 -1.934 2.315
O: -3.852 -2.834 2.416
N: -1.895 -2.110 1.670
C: -1.579 -3.303 0.910
H: -2.261 -0.069 2.813
H: -3.474 -0.647 3.910
H: -4.010 -0.009 2.317
H: -1.283 -1.321 1.512
H: -0.572 -3.654 1.137
H: -1.757 -3.149 -0.154
H: -2.213 -4.140 1.201
C: -2.821 2.370 -0.402
C: -2.466 2.890 -1.785
O: -3.354 3.487 -2.397
N: -1.235 2.660 -2.262
C: -0.758 3.209 -3.529
H: -3.818 1.986 -0.619
H: -2.934 3.147 0.354
H: -2.186 1.580 -0.001
H: -0.534 2.172 -1.722
H: -1.526 3.237 -4.302
H: 0.125 2.675 -3.882
H: -0.423 4.216 -3.280
C: 2.991 1.683 -2.904
C: 2.211 0.470 -3.336
O: 2.365 -0.524 -2.644
N: 1.655 0.519 -4.497
C: 0.827 -0.548 -5.029
H: 3.237 1.525 -1.854
H: 2.462 2.614 -3.111
H: 3.900 1.784 -3.496
H: 1.640 1.413 -4.966
H: 0.073 -0.150 -5.708
H: 0.488 -1.225 -4.245
H: 1.404 -1.194 -5.690

Löwdin atomic charge list, values in e, 2 entries:
1 Zn 0.54
2 S 0.28